# 1
Entry from the Open Molecules 2025 dataset: a structure of composition C9H28BO3Rb3 at a distorted geometry (ωB97M-V/def2-TZVPD).

Each line ends with the Löwdin charge.
Cartesian coordinates (Å):
Rb: -0.383 -1.473 4.056  0.990
Rb: 0.138 3.087 3.788  1.000
Rb: -3.664 0.068 2.082  0.965
B: -0.438 0.766 1.610  -0.600
H: -0.866 1.755 1.552  -0.052
H: 0.301 0.652 0.832  -0.014
H: 0.062 0.631 2.557  -0.120
H: -1.205 0.028 1.434  -0.109
C: -4.106 -3.211 -0.933  -0.020
C: -2.796 -2.391 -1.038  -0.542
C: -2.850 -1.021 -1.868  0.010
O: -2.436 -2.082 0.168  -0.091
H: -4.421 -3.754 -1.824  0.091
H: -4.927 -2.519 -0.744  0.072
H: -4.092 -3.951 -0.133  0.084
H: -2.119 -3.108 -1.502  0.144
H: -2.085 -0.326 -1.521  0.055
H: -3.765 -0.456 -1.691  0.079
H: -2.554 -1.211 -2.899  0.089
H: -1.559 -1.735 -0.013  0.091
C: 2.051 3.558 -1.627  -0.029
C: 0.729 3.374 -0.780  -0.419
C: -0.226 2.353 -1.400  -0.049
O: 1.109 3.001 0.555  -0.125
H: 2.652 2.670 -1.824  0.077
H: 2.828 4.029 -1.025  0.071
H: 1.863 4.170 -2.509  0.082
H: 0.247 4.340 -0.629  0.134
H: -1.044 2.156 -0.707  0.060
H: 0.245 1.402 -1.649  0.089
H: -0.652 2.786 -2.305  0.095
H: 0.657 2.175 0.738  -0.044
C: 3.432 -0.170 1.085  -0.012
C: 2.413 -1.246 0.648  -0.498
C: 2.991 -2.617 0.358  -0.028
O: 1.439 -1.513 1.595  -0.133
H: 4.317 0.089 0.504  0.090
H: 3.905 -0.432 2.031  0.085
H: 2.879 0.760 1.219  0.062
H: 1.865 -0.972 -0.253  0.137
H: 4.040 -2.472 0.099  0.088
H: 2.399 -2.900 -0.512  0.082
H: 2.873 -3.416 1.090  0.087
H: 0.754 -0.873 1.384  -0.023

Values from the calculation:
Molar mass, g/mol: 451.5
Charge: +2
HOMO level, eV: -14.55
2S+1: 1



# 2
Entry from the Open Molecules 2025 dataset: a cluster of 9 separate species, H18O9 in total at a distorted geometry (ωB97M-V/def2-TZVPD).

Each line ends with the Löwdin charge.
Cartesian coordinates (Å):
O: -2.840 -0.648 1.735  -0.119
H: -2.779 -0.252 0.890  -0.084
H: -3.653 -0.025 2.111  0.134
O: 2.286 1.351 2.387  -0.042
H: 2.876 0.661 2.422  -0.011
H: 1.405 1.022 2.094  0.008
O: 2.634 -2.427 -0.753  -0.097
H: 1.993 -3.094 -0.588  -0.017
H: 2.049 -1.726 -1.250  0.033
O: -2.517 0.189 -0.851  0.000
H: -1.847 -0.252 -1.329  0.014
H: -2.891 0.703 -1.551  0.058
O: -0.328 -3.162 -1.604  -0.035
H: -0.215 -2.193 -1.804  0.017
H: -1.091 -3.287 -1.109  -0.002
O: 1.857 1.717 -1.101  -0.099
H: 1.611 1.156 -0.271  0.062
H: 2.427 2.474 -0.870  0.080
O: 0.501 0.123 0.842  -0.006
H: -0.244 0.732 0.887  0.042
H: 0.230 -0.467 0.224  -0.013
O: -1.231 2.465 1.780  -0.031
H: -0.950 2.351 2.726  0.087
H: -2.005 2.953 1.899  0.005
O: 0.962 -0.518 -2.133  -0.092
H: 1.050 0.465 -1.770  0.061
H: 0.709 -0.311 -3.013  0.045

Values from the calculation:
Molar mass, g/mol: 162.1
HOMO level, eV: -10.42
2S+1: 1
SMILES string: O.O.O.O.O.O.O.O.O



# 3
Entry from the Open Molecules 2025 dataset: the ion C5H8N with charge +1 at a distorted geometry (ωB97M-V/def2-TZVPD).

Each line ends with the Löwdin charge.
Cartesian coordinates (Å):
C: -1.063 -1.190 -0.983  -0.040
C: -0.024 -1.162 0.227  -0.140
N: 0.566 0.118 0.437  -0.127
C: 1.803 0.650 0.315  0.133
C: 1.739 1.980 0.998  0.055
C: 0.092 1.394 0.487  0.147
H: -2.056 -1.226 -0.560  0.073
H: -1.010 -0.335 -1.598  0.055
H: -1.091 -2.098 -1.586  0.088
H: 0.735 -2.061 0.023  0.183
H: -0.610 -1.476 1.160  0.161
H: 1.861 2.168 2.141  0.163
H: 2.091 2.864 0.429  0.111
H: -0.326 2.018 -0.314  0.136

Values from the calculation:
Molar mass, g/mol: 82.1
Charge: +1
HOMO level (spin up / spin down), eV: -14.71 / -14.71
2S+1: 1
SMILES string: CC[N+]1=C2C[C@@H]21



# 4
Entry from the Open Molecules 2025 dataset: an isolated molecule of C7H7N at a distorted geometry (ωB97M-V/def2-TZVPD).

Each line ends with the Löwdin charge.
Cartesian coordinates (Å):
C: 1.903 0.659 0.162  -0.056
C: 1.937 -0.852 -0.050  -0.118
N: 0.712 -1.384 -0.221  0.070
C: -0.374 -0.629 0.034  -0.272
C: -0.479 0.764 -0.063  -0.128
C: 0.712 1.503 -0.019  -0.036
C: -2.171 0.660 -0.103  -0.071
C: -1.900 -0.821 0.155  -0.162
H: 2.994 1.215 0.319  0.130
H: 2.917 -1.257 0.247  0.095
H: 0.870 2.514 -0.208  0.068
H: -2.596 1.432 0.779  0.158
H: -2.323 1.093 -1.072  0.074
H: -2.236 -1.227 1.143  0.107
H: -2.374 -1.787 -0.353  0.142

Values from the calculation:
Molar mass, g/mol: 105.1
HOMO level, eV: -8.80
2S+1: 1
SMILES string: c1cnc2c(c1)CC2



# 5
Entry from the Open Molecules 2025 dataset: a structure of composition C10H12LaN2O5S at a distorted geometry (ωB97M-V/def2-TZVPD).

Each line ends with the Löwdin charge.
Cartesian coordinates (Å):
O: 0.763 -0.195 -6.653  0.258
C: 0.765 -0.195 -5.541  -0.047
La: 0.746 -0.189 -2.860  1.221
O: 2.836 -2.839 -3.396  0.265
C: 2.121 -1.931 -3.467  -0.102
C: -0.604 1.551 -3.449  -0.085
O: -1.314 2.456 -3.399  0.273
C: -0.981 -1.562 -3.450  -0.086
O: -1.887 -2.271 -3.399  0.272
C: 2.498 1.166 -3.461  -0.097
O: 3.408 1.877 -3.397  0.265
C: -1.823 -1.825 2.848  -0.070
C: -0.433 -1.450 2.491  -0.209
N: -0.382 -1.133 1.035  0.025
C: 0.361 -0.097 0.488  -0.680
S: 1.620 -0.426 -0.591  0.693
N: 0.237 1.202 0.994  0.052
C: -0.655 1.744 2.028  -0.207
C: 0.136 2.242 3.184  -0.055
H: -2.527 -1.023 2.638  0.082
H: -1.867 -2.036 3.924  0.110
H: -2.155 -2.725 2.326  0.094
H: -0.053 -0.590 3.029  0.103
H: 0.263 -2.302 2.698  0.156
H: -0.370 -1.953 0.465  0.117
H: 0.894 1.814 0.600  0.109
H: -1.206 2.570 1.540  0.146
H: -1.372 0.974 2.271  0.105
H: 0.813 3.051 2.907  0.096
H: -0.552 2.639 3.946  0.114
H: 0.720 1.455 3.650  0.084

Values from the calculation:
Molar mass, g/mol: 411.2
Charge: +3
HOMO level, eV: -19.40
2S+1: 1



# 6
Entry from the Open Molecules 2025 dataset: a cluster of 7 separate species, C7H25NO6 in total at a distorted geometry (ωB97M-V/def2-TZVPD).

Each line ends with the Löwdin charge.
Cartesian coordinates (Å):
C: 1.390 0.221 3.194  0.030
C: 1.478 -0.158 1.876  -0.211
C: 0.631 0.211 0.789  -0.165
C: -0.612 -0.229 0.494  -0.247
C: -1.579 0.373 -0.496  -0.030
C: -1.065 -1.359 1.349  -0.147
C: -2.427 -0.918 1.870  -0.296
N: -2.439 0.364 2.505  0.010
H: 0.639 0.991 3.676  0.101
H: 2.103 -0.116 3.979  0.060
H: 2.280 -0.908 1.648  0.122
H: 0.944 1.182 0.375  0.093
H: -2.300 -0.320 -0.855  0.078
H: -2.136 1.286 -0.089  0.108
H: -0.945 0.644 -1.401  0.059
H: -1.163 -2.235 0.865  0.083
H: -0.253 -1.421 2.051  0.095
H: -2.739 -1.846 2.533  0.140
H: -3.123 -0.868 1.003  0.110
H: -3.358 0.847 2.424  0.099
H: -2.049 0.353 3.446  0.079
O: -1.117 3.459 0.121  0.069
H: -0.701 2.645 0.039  -0.038
H: -1.866 3.451 -0.265  -0.072
O: -0.516 0.090 -3.495  -0.062
H: -0.453 -0.816 -3.503  -0.048
H: -0.929 0.572 -2.694  0.029
O: 1.330 1.771 -1.873  -0.131
H: 1.022 1.733 -0.888  0.026
H: 2.118 2.430 -1.628  0.144
O: 3.229 0.547 -0.984  -0.095
H: 2.990 0.290 -0.077  0.004
H: 2.369 0.538 -1.477  0.006
O: 1.773 -2.010 -0.950  -0.066
H: 1.561 -1.154 -0.525  -0.003
H: 2.740 -2.169 -1.017  0.082
O: -0.398 -2.653 -2.289  -0.076
H: -1.140 -3.291 -2.317  0.057
H: 0.162 -2.853 -1.521  0.006

Values from the calculation:
Molar mass, g/mol: 219.3
HOMO level, eV: -9.58
2S+1: 1
SMILES string: C=C/C=C(/C)CCN.O.O.O.O.O.O



Copy entry 5 word for word.
Entry from the Open Molecules 2025 dataset: a structure of composition C10H12LaN2O5S at a distorted geometry (ωB97M-V/def2-TZVPD).

Each line ends with the Löwdin charge.
Cartesian coordinates (Å):
O: 0.763 -0.195 -6.653  0.258
C: 0.765 -0.195 -5.541  -0.047
La: 0.746 -0.189 -2.860  1.221
O: 2.836 -2.839 -3.396  0.265
C: 2.121 -1.931 -3.467  -0.102
C: -0.604 1.551 -3.449  -0.085
O: -1.314 2.456 -3.399  0.273
C: -0.981 -1.562 -3.450  -0.086
O: -1.887 -2.271 -3.399  0.272
C: 2.498 1.166 -3.461  -0.097
O: 3.408 1.877 -3.397  0.265
C: -1.823 -1.825 2.848  -0.070
C: -0.433 -1.450 2.491  -0.209
N: -0.382 -1.133 1.035  0.025
C: 0.361 -0.097 0.488  -0.680
S: 1.620 -0.426 -0.591  0.693
N: 0.237 1.202 0.994  0.052
C: -0.655 1.744 2.028  -0.207
C: 0.136 2.242 3.184  -0.055
H: -2.527 -1.023 2.638  0.082
H: -1.867 -2.036 3.924  0.110
H: -2.155 -2.725 2.326  0.094
H: -0.053 -0.590 3.029  0.103
H: 0.263 -2.302 2.698  0.156
H: -0.370 -1.953 0.465  0.117
H: 0.894 1.814 0.600  0.109
H: -1.206 2.570 1.540  0.146
H: -1.372 0.974 2.271  0.105
H: 0.813 3.051 2.907  0.096
H: -0.552 2.639 3.946  0.114
H: 0.720 1.455 3.650  0.084

Values from the calculation:
Molar mass, g/mol: 411.2
Charge: +3
HOMO level, eV: -19.40
2S+1: 1